56
Properties=species:S:1:pos:R:3:lowdin_charge:R:1 method="wB97M-V/def2-TZVPD" total_charge=-2 fmax_ha_per_bohr=0.092 e_tot_ha=-1526.2977
Cd -0.89255 0.03423 -0.70368 1.099
C 3.26557 -2.54047 -3.67053 0.047
C 3.44502 -1.56548 -2.61234 -0.310
C 4.96360 -1.08943 -2.35700 -0.325
O 5.15095 -0.37368 -1.29708 -0.062
C 6.01878 -1.56677 -3.14318 -0.024
C 5.77308 -2.44677 -4.15386 -0.371
C 4.37174 -3.02670 -4.42266 -0.316
O 4.14491 -3.87533 -5.39152 -0.060
O 6.83699 -2.73554 -4.83369 -0.080
O 2.55927 -1.17165 -1.78820 -0.056
H 2.31295 -2.95669 -3.96320 0.104
H 7.01619 -1.21679 -2.92162 0.112
C -2.86211 -4.61466 -3.14505 -0.124
C -3.00653 -4.31625 -1.60047 -0.516
O -2.24037 -3.22241 -1.23589 -0.390
H -1.80883 -4.55895 -3.41996 0.054
H -3.35311 -3.91728 -3.82380 0.036
H -3.24599 -5.57457 -3.49044 0.034
H -2.65861 -5.16029 -1.00495 0.068
H -4.03843 -4.28843 -1.25047 0.061
C -0.88821 5.23673 -2.76941 -0.137
C -0.89063 4.65456 -1.30625 -0.484
O -0.24511 3.39356 -1.27327 -0.382
H -1.50176 4.75016 -3.52765 0.046
H 0.07703 5.20134 -3.27454 0.047
H -1.14537 6.29573 -2.74775 0.036
H -1.93855 4.72681 -1.01513 0.061
H -0.47303 5.37533 -0.60325 0.064
O -2.12439 0.17096 -3.83695 -0.115
H -2.71720 -0.57543 -3.92481 0.018
H -1.91739 0.42035 -4.73761 0.025
C 0.84263 1.60188 6.69732 -0.113
O 0.91538 1.57887 5.29228 -0.216
C 1.45858 0.41027 4.86265 -0.254
C 1.18430 0.18004 3.24858 -0.145
N -0.20450 -0.13898 2.88747 -0.074
C -1.06273 0.86145 3.39950 -0.224
C -2.56642 0.79605 2.92187 -0.184
O -2.67401 0.91379 1.47386 -0.340
C -3.95180 1.39517 1.08967 -0.131
H 0.74143 2.63517 7.02924 0.085
H 1.62043 1.07527 7.25032 0.088
H -0.14661 1.19242 6.90189 0.083
H 0.94983 -0.42333 5.34677 0.104
H 2.49894 0.32734 5.17708 0.113
H 1.81623 -0.62111 2.86524 0.112
H 1.73271 1.04311 2.87115 0.115
H -0.41691 -1.12444 2.94945 0.120
H -0.75290 1.82661 2.99877 0.135
H -1.06183 0.77129 4.48577 0.104
H -2.97082 1.71515 3.34592 0.105
H -3.13852 -0.00044 3.39771 0.111
H -4.73229 0.80662 1.57190 0.085
H -4.09254 1.22905 0.02164 0.075
H -3.97651 2.48261 1.16013 0.089

***

52
Properties=species:S:1:pos:R:3:lowdin_charge:R:1 method="wB97M-V/def2-TZVPD" total_charge=+1 fmax_ha_per_bohr=0.017 e_tot_ha=-1994.8423
Tl 1.13992 -1.54229 0.01614 0.836
C 5.69022 -0.42655 -1.46872 -0.026
N 4.64557 0.57316 -1.55650 -0.118
C 4.45816 1.46355 -2.59495 -0.026
C 3.38159 2.20989 -2.29862 -0.029
N 2.89408 1.76554 -1.07439 0.000
C 3.69557 0.75279 -0.61172 -0.762
S 3.64927 -0.03752 0.87206 0.555
C 1.81604 2.38577 -0.39007 -0.280
C 1.79589 3.77242 -0.32783 0.013
C 0.76021 4.38143 0.35815 -0.037
C -0.20303 3.58509 0.95383 -0.043
C -0.10222 2.21194 0.81622 -0.116
N 0.88331 1.61261 0.14648 0.110
H 6.30825 -0.36434 -2.36007 0.097
H 5.25301 -1.42055 -1.39292 0.094
H 6.30396 -0.25579 -0.58610 0.092
H 5.11473 1.50927 -3.44520 0.131
H 2.91331 3.00037 -2.85658 0.130
H 2.58944 4.34994 -0.78063 0.121
H 0.71904 5.45912 0.43650 0.119
H -1.01598 4.02285 1.51555 0.112
H -0.84069 1.54689 1.24247 0.102
O -4.99833 -1.18798 -4.96633 0.143
C -5.38483 -0.99192 -3.69760 -0.475
O -6.53019 -0.78070 -3.42822 0.151
C -4.32693 -1.05313 -2.63054 -0.094
C -4.75886 -1.26337 -1.31709 0.017
C -3.86304 -1.35434 -0.28215 0.033
C -2.47200 -1.21043 -0.52102 -0.268
C -2.05453 -0.94411 -1.85019 0.013
C -2.96116 -0.87875 -2.87994 0.000
N -1.51886 -1.27065 0.42535 0.074
C -1.70658 -2.02243 1.62385 -0.263
C -0.84768 -1.57042 2.77117 -0.238
C -1.33585 -1.62039 4.06547 0.011
C -0.47644 -1.32797 5.11527 -0.027
C 0.84355 -1.02522 4.83240 -0.019
C 1.24419 -0.98768 3.50478 -0.105
N 0.41702 -1.23594 2.49574 0.028
H -4.06681 -1.41447 -5.04753 0.101
H -5.82149 -1.35296 -1.13621 0.133
H -4.22923 -1.50310 0.72478 0.117
H -0.99563 -0.83461 -2.04258 0.085
H -2.59615 -0.67309 -3.87889 0.122
H -2.73183 -2.20188 1.94964 0.144
H -2.36284 -1.90429 4.25446 0.124
H -0.83159 -1.36406 6.13608 0.120
H 1.55287 -0.81529 5.61992 0.118
H 2.26557 -0.75060 3.23363 0.075
O -0.02295 -3.65740 1.22452 -0.115
O -1.27903 -3.35841 1.08814 -0.079